Record 1
Below is a molecular structure, C29H42BBeN6O2S4, with properties calculated with wB97M-V/def2-TZVPD.

M = 654.8 g/mol
E_HOMO = -4.2963 eV
Kohn-Sham gap = 6.81 eV
total charge = -1

Each line ends with the Mulliken charge.
Cartesian coordinates (Å):
Be 0.9980 -0.3081 -0.8126  0.403
C 1.4670 -4.1865 1.1767  -1.347
C 0.0269 -4.6420 1.4194  1.315
C -0.5872 -5.2666 0.1669  -1.564
C 0.0373 -5.6925 2.5290  -2.250
N -0.7985 -3.4767 1.8597  0.550
C -1.4842 -3.4129 3.0649  -0.054
C -2.1001 -2.2207 3.1039  -1.378
N -1.8090 -1.5504 1.9370  0.009
B -2.2679 -0.0845 1.7749  0.865
N -1.3728 0.9079 2.5345  0.247
C -1.8580 2.1872 2.7361  -1.296
C -0.9065 2.9067 3.3432  -0.148
N 0.1682 2.0516 3.5806  0.209
C -0.1253 0.8068 3.0696  0.124
S 0.8467 -0.5729 3.1360  -0.293
C 1.5086 2.5096 4.0467  1.579
C 1.9471 1.7152 5.2770  -1.698
C 2.5050 2.3564 2.8993  -1.610
C 1.4309 3.9828 4.4486  -2.229
N -2.5023 0.2893 0.2785  0.259
C -3.6878 -0.0935 -0.3123  -1.331
C -3.6925 0.3737 -1.5691  -0.346
N -2.4972 1.0541 -1.7584  0.614
C -1.7576 0.9688 -0.6210  -0.295
S -0.1468 1.5104 -0.3434  -0.258
C -2.2547 1.7637 -3.0496  1.716
C -2.3048 0.7151 -4.1611  -1.570
C -0.9147 2.4815 -3.0964  -2.364
C -3.3623 2.8083 -3.2256  -1.795
C -1.0149 -2.3228 1.1689  0.023
S -0.4338 -2.0122 -0.4319  -0.281
H 2.0923 -5.0653 1.0018  0.503
H 1.8431 -3.6486 2.0496  0.290
H 1.5349 -3.5260 0.3151  0.213
H 0.0055 -6.1352 -0.1296  0.464
H -0.5999 -4.5535 -0.6553  0.322
H -1.6101 -5.5935 0.3713  0.372
H 0.6548 -6.5253 2.1925  0.460
H -0.9625 -6.0792 2.7362  0.476
H 0.4721 -5.3017 3.4511  0.463
H -1.4626 -4.1913 3.8009  0.501
H -2.7063 -1.7734 3.8717  0.543
H -3.3713 0.0001 2.2825  -0.271
H -2.8364 2.4792 2.3949  0.532
H -0.9232 3.9336 3.6483  0.501
H 2.0383 0.6562 5.0464  0.295
H 1.2234 1.8368 6.0880  0.422
H 2.9145 2.0980 5.6110  0.460
H 2.6247 1.3054 2.6413  0.180
H 3.4769 2.7646 3.1898  0.536
H 2.1553 2.8769 2.0062  0.391
H 0.6836 4.1500 5.2279  0.502
H 1.2170 4.6298 3.5965  0.457
H 2.4042 4.2706 4.8470  0.445
H -4.4308 -0.6564 0.2250  0.601
H -4.4234 0.2573 -2.3469  0.528
H -1.6780 -0.1352 -3.8939  0.257
H -1.9131 1.1378 -5.0882  0.460
H -3.3208 0.3591 -4.3479  0.384
H -0.0825 1.7853 -3.0619  0.294
H -0.7947 3.1883 -2.2777  0.450
H -0.8794 3.0193 -4.0468  0.663
H -4.3563 2.3591 -3.2309  0.388
H -3.2186 3.3264 -4.1749  0.448
H -3.3187 3.5421 -2.4178  0.375
C 4.6361 0.2707 0.2933  -1.444
C 3.3037 0.8283 -0.1609  0.901
O 3.1743 2.0042 -0.4706  -0.633
O 2.3691 -0.0622 -0.1806  0.171
H 5.3704 1.0690 0.3774  0.340
H 4.9689 -0.4695 -0.4369  0.347
H 4.5116 -0.2381 1.2508  0.289
S 1.4548 -1.2239 -2.7953  -0.368
C 1.3700 -0.3022 -4.2910  0.450
C 1.9303 0.9746 -4.4224  -0.502
C 1.8888 1.6561 -5.6316  -0.474
C 1.3035 1.0775 -6.7518  -0.492
C 0.7608 -0.1986 -6.6424  -0.495
C 0.7917 -0.8761 -5.4315  -0.579
H 2.3908 1.4295 -3.5527  0.371
H 2.3283 2.6452 -5.7036  0.384
H 1.2723 1.6103 -7.6945  0.367
H 0.3030 -0.6661 -7.5078  0.327
H 0.3629 -1.8669 -5.3413  0.333


Record 2
Below is C3H3NO2 in the gas phase, with properties calculated with wB97M-V/def2-TZVPD.

M = 85.1 g/mol
E_HOMO = -9.5678 eV
Kohn-Sham gap = 8.92 eV
total charge = 0

Each line ends with the natural charge from an NBO analysis.
Cartesian coordinates (Å):
O -0.8998 -0.1148 1.9514  -0.688
C -0.7037 0.2528 0.7349  0.488
N -1.5569 0.4943 -0.2437  -0.216
O -0.7684 0.3379 -1.4258  -0.248
C 0.4383 -0.0432 -1.1483  0.330
C 0.6537 -0.0928 0.2236  -0.700
H 0.1445 -0.8327 1.2143  0.520
H 1.0968 -0.1784 -1.9994  0.217
H 1.5956 0.1769 0.6931  0.297


Record 3
Below is 2 unconnected molecules or ions with the total composition C4H9NO2 at a distorted geometry, with properties calculated with wB97M-V/def2-TZVPD.

M = 103.1 g/mol
E_HOMO = -9.6938 eV
Kohn-Sham gap = 9.99 eV
SMILES = CCNC=O.C=O
total charge = 0

Each line ends with the natural charge from an NBO analysis.
Cartesian coordinates (Å):
C -1.7110 0.8163 0.6684  -0.622
C -1.5473 -0.6317 0.2169  -0.224
N -0.2713 -0.9229 -0.4131  -0.615
C 0.8660 -1.0563 0.3212  0.567
O 0.9586 -1.2490 1.5150  -0.604
O 1.1848 1.1268 -0.7572  -0.534
C 2.3192 0.7359 -0.8855  0.240
H -1.5833 1.5009 -0.1762  0.207
H -2.7093 0.9689 1.0936  0.211
H -0.9712 1.0731 1.4328  0.222
H -1.6510 -1.3109 1.0658  0.214
H -2.3019 -0.9004 -0.5282  0.194
H -0.1052 -0.4087 -1.2700  0.394
H 2.8167 0.9280 -1.8437  0.130
H 2.9384 0.4541 -0.0093  0.141
H 1.7678 -1.1242 -0.4305  0.078